C29H31Cl3N3O4OsS3 as an isolated structure in a non-equilibrium geometry, computed with ωB97M-V/def2-TZVPD.

Calculated values
max |F| = 0.042 hartree/bohr
⟨S²⟩ = 6.04
energy relative to the best compared isomer or geometry (same formula, charge and spin) = 0.00 kcal/mol
highest occupied orbital energy (spin up / spin down) = -15.27 / -15.08 eV
molar mass = 878.37 g mol⁻¹
multiplicity = 5
charge = +3
orbital gap (spin up / spin down) = 6.7 / 3.0 eV

Cartesian coordinates (Å):
Os: -0.9005 1.7302 -1.2072
C: -0.5417 2.0623 2.4010
O: -1.3629 2.3310 1.2709
C: -1.8031 3.6824 1.1699
C: -0.7831 4.5334 0.4120
O: -0.5962 3.9667 -0.8995
C: 0.6763 4.2609 -1.4755
C: 1.7624 3.3124 -0.9602
O: 1.3274 1.9669 -1.1811
C: 2.3724 1.0118 -1.0535
H: -1.1184 2.1490 3.3237
H: 0.3190 2.7293 2.4656
H: -0.1796 1.0423 2.2927
H: -1.9788 4.1114 2.1597
H: -2.7483 3.6585 0.6178
H: 0.1694 4.5425 0.9549
H: -1.1483 5.5627 0.3127
H: 0.9629 5.2979 -1.2753
H: 0.5624 4.1396 -2.5586
H: 1.9716 3.4559 0.1091
H: 2.6878 3.4975 -1.5158
H: 3.2800 1.3823 -1.5336
H: 2.0600 0.1085 -1.5751
H: 2.5822 0.7989 -0.0007
S: -1.3325 1.9701 -3.9425
C: -2.8316 1.9332 -3.1693
N: -2.8511 1.7887 -1.8225
C: -4.1277 1.8039 -1.3422
C: -4.5431 1.6866 -0.0068
C: -5.8863 1.7931 0.2807
C: -6.8379 1.9914 -0.7282
C: -6.4574 2.0831 -2.0551
C: -5.1094 1.9821 -2.3556
S: -4.3747 2.0740 -3.9300
H: -3.8089 1.5192 0.7672
H: -6.2132 1.7432 1.3064
H: -7.8788 2.0784 -0.4666
H: -7.1816 2.2588 -2.8325
Cl: 5.0436 -4.0291 -3.8152
C: 3.9157 -3.9881 -2.5311
C: 4.0453 -3.0351 -1.5116
C: 3.1473 -3.0289 -0.4623
C: 2.0942 -3.9365 -0.3955
C: 1.1449 -3.9683 0.7871
C: -0.2999 -3.5197 0.4258
N: -0.3951 -2.3712 -0.4507
C: -0.1652 -2.3910 -1.7955
C: -0.4100 -1.1336 -2.2625
N: -0.7906 -0.3416 -1.2119
C: -0.7741 -1.1244 -0.1360
O: 1.7034 -3.3948 1.9427
C: 1.4665 -2.0543 2.2990
C: 2.4141 -1.7141 3.4177
C: 2.9852 -0.4742 3.6191
Cl: 2.7536 0.8957 2.6597
S: 4.0203 -0.4137 5.0280
C: 3.6868 -2.0510 5.3282
C: 2.8308 -2.6155 4.4113
C: 1.9933 -4.9077 -1.4137
Cl: 0.7664 -6.1197 -1.3530
C: 2.8884 -4.9285 -2.4702
H: 4.8637 -2.3344 -1.5394
H: 3.2952 -2.3288 0.3438
H: 1.0562 -5.0277 1.0674
H: -0.8458 -3.3128 1.3482
H: -0.7825 -4.3667 -0.0687
H: 0.1298 -3.2787 -2.3144
H: -0.3573 -0.7730 -3.2725
H: -1.0668 -0.8092 0.8498
H: 0.4377 -1.9326 2.6784
H: 1.6105 -1.3597 1.4574
H: 4.1321 -2.5375 6.1741
H: 2.5146 -3.6420 4.4398
H: 2.8110 -5.6943 -3.2270

Atoms 1-2, force components in eV/Å:
Os -0.8 0.2 -0.7
C -0.1 -0.1 0.1

Löwdin population analysis, charges in e, atoms 1 to 8: 1.48 -0.08 -0.30 -0.16 -0.12 -0.26 -0.14 -0.14